No. 1
# C4H11NO2Si

A 2-piece molecular cluster, C4H11NO2Si overall at a distorted geometry (the ωB97M-V functional and the def2-TZVPD basis, the Open Molecules 2025 dataset).

Structure (XYZ):
```
19
Properties=species:S:1:pos:R:3:forces:R:3:mulliken_charge:R:1
C -0.505112 1.832781 0.217589 1.5511 2.9839 -0.0872 -1.031
C -0.139609 -0.484347 -1.760976 0.6171 -0.8003 3.6364 -1.339
C -2.119612 -0.825094 0.741375 4.6377 -0.1762 -1.3723 -1.272
C 1.001375 -0.716560 1.084623 2.1582 1.8883 -1.3597 -0.663
N 2.692570 -0.061357 0.207867 -5.7245 -0.6257 2.1738 0.646
O 2.771949 1.114545 0.123971 1.2970 1.3085 -0.2540 -0.470
O 3.154009 -0.949810 -0.398165 2.0274 -1.0974 -1.1906 -0.467
Si -0.446559 -0.029691 0.116690 -0.5993 -0.3374 -1.2235 0.432
H -1.485332 2.323091 0.272300 -0.1224 -0.5437 0.2307 0.380
H 0.115770 2.338897 1.061994 -1.0267 -1.2002 -1.1348 0.298
H -0.069731 2.391668 -0.706956 -0.4457 -1.4167 1.2495 0.294
H -0.575008 -1.395506 -2.020178 -0.7447 -1.8097 -0.2169 0.394
H -0.543925 0.184968 -2.392478 -1.5502 2.7336 -2.0255 0.454
H 0.883253 -0.554013 -2.011592 1.3807 -0.0370 -0.0502 0.374
H -2.172492 -1.857921 0.642226 0.1056 -1.9934 -0.7304 0.391
H -2.256942 -0.688939 1.722815 -0.5863 1.0954 3.8083 0.409
H -2.823149 -0.379815 0.193478 -3.0971 1.7368 -2.0921 0.366
H 1.201433 -0.586969 2.113876 -0.0363 0.4759 1.0863 0.425
H 1.317111 -1.655933 0.791545 0.1584 -2.1847 -0.4480 0.379
```
Forces are in eV/Å.

net charge = 0
energy relative to the best compared isomer or geometry (same formula, charge and spin) = 434.4 kJ/mol
lowest unoccupied orbital energy = -0.07 eV
spin multiplicity = 1
E_tot = -653.57532 Ha
E_HOMO = -0.3484 Ha
gap between HOMO and LUMO = 9.41 eV

No. 2
# C5H6O2

The molecule C5H6O2 (the ωB97M-V functional and the def2-TZVPD basis, the Open Molecules 2025 dataset).

Structure (XYZ):
```
13
Properties=species:S:1:pos:R:3:forces:R:3:mulliken_charge:R:1
O -0.070815 -0.643678 -2.271454 -0.3556 0.3024 0.3731 -0.456
C -0.835747 -0.031460 -1.566261 0.2627 -0.1750 -0.2023 -0.175
C -0.368221 0.898281 -0.476684 0.0659 0.0439 -0.1758 0.133
O -1.371039 1.156112 0.541148 -0.0320 0.1141 0.3022 -0.178
C -0.568020 0.915558 1.581898 -0.0112 -0.0764 -0.3729 -0.387
C 0.757316 -1.075903 0.813982 -0.0699 -0.2310 0.0196 -1.330
C 0.563570 0.429145 0.653159 0.1039 0.0219 0.1328 0.310
H -1.935780 -0.091976 -1.689567 0.0635 -0.0739 0.0013 0.342
H -0.084935 1.854065 -0.931628 0.0322 -0.1433 -0.0244 0.317
H -0.191339 -1.573066 1.065766 0.2078 0.1304 -0.0838 0.328
H 1.454818 -1.265640 1.632981 -0.1111 -0.0046 -0.0831 0.384
H 1.141155 -1.544250 -0.097220 0.0158 0.1807 0.1251 0.307
H 1.509036 0.972812 0.743880 -0.1719 -0.0890 -0.0117 0.404
```
Forces are in eV/Å.

net charge = 0
energy relative to the best compared isomer or geometry (same formula, charge and spin) = 371.0 kJ/mol
lowest unoccupied orbital energy = 0.43 eV
spin multiplicity = 1
E_tot = -344.46061 Ha
E_HOMO = -0.3304 Ha
gap between HOMO and LUMO = 9.43 eV

No. 3
# C3H6N3P

The molecule C3H6N3P at a distorted geometry (the ωB97M-V functional and the def2-TZVPD basis, the Open Molecules 2025 dataset).

Structure (XYZ):
```
13
Properties=species:S:1:pos:R:3:forces:R:3:lowdin_spin:R:1
C 0.082031 -1.640266 -1.061494 2.0455 0.1182 0.0833 0.178
C -0.835482 0.540574 -1.074795 -0.2038 -0.4623 -1.0042 0.024
C 0.658772 -1.520977 0.177240 1.0026 -1.1708 -0.0230 0.864
N -0.660882 -0.716397 -1.627682 -1.3356 0.6317 -1.4118 0.351
N -0.453603 0.809853 0.094731 -0.0072 0.0790 1.1767 0.158
N 0.847634 -1.430334 1.487691 -2.4137 -0.1326 0.8122 0.288
P -0.566748 2.293811 0.917594 -2.7268 0.0609 -2.0689 0.037
H 0.565852 -2.378378 -1.780349 -0.9655 0.6300 0.8970 0.033
H -1.245927 1.280316 -1.823041 0.2445 -0.5299 0.8618 0.000
H -0.056772 -1.447574 2.066329 2.2156 0.5945 -0.7520 0.033
H 1.759399 -1.280530 1.903937 -0.5008 -0.2995 -0.0698 0.019
H -0.850116 3.076531 -0.369868 0.7416 -0.1454 1.6028 0.006
H 0.755841 2.413374 1.089707 1.9036 0.6261 -0.1041 0.010
```
Forces are in eV/Å.

⟨S²⟩ = 2.034
net charge = 0
energy relative to the best compared isomer or geometry (same formula, charge and spin) = 146.4 kJ/mol
lowest unoccupied orbital energy (alpha / beta) = 0.69 / -1.17 eV
spin multiplicity = 3
E_tot = -623.32649 Ha
E_HOMO (alpha / beta) = -0.2371 / -0.3300 Ha
gap between HOMO and LUMO (alpha / beta) = 7.15 / 7.81 eV

What is the formula in the second record?
C5H6O2

What is the net charge in the first record?
0